(1)
146
Properties=species:S:1:pos:R:3:forces:R:3:lowdin_charge:R:1 method="wB97M-V/def2-TZVPD" energy_ha=-2896.4367 orbital_gap_ev=7.95 e_lumo_ha=-0.031 smiles="CCCCCCCCCCCCc1c2c(cc(B(O)OCC)c1[C@H](I)CC)C(=O)N([C@H](C)CC)C2=O.CCO.CCO.CCO.CCO.CCO.CCO.CCO"
I -4.970386 2.793192 2.909048 -0.33 0.72 -0.71 0.831
O 8.170124 -2.713767 2.234612 -0.01 0.22 0.01 -0.092
O 2.834357 1.012999 3.219910 -0.08 -0.02 -0.09 -0.108
O -4.097221 -2.591390 0.136693 0.00 0.00 -0.44 -0.096
O -1.783058 -1.969809 3.442698 0.13 0.12 -0.11 -0.109
O -9.038965 4.513098 2.373901 -0.14 -1.82 -2.35 0.087
O -6.075633 -5.376790 -6.440246 0.04 -0.14 0.14 -0.089
O 13.249281 -2.263641 -0.518556 -0.13 0.05 -0.13 -0.085
O -5.366688 2.860373 -4.678962 -2.55 -1.33 3.01 0.079
O -9.677792 1.439216 -3.874319 4.74 0.50 1.32 0.068
O 16.376173 -2.978716 0.072936 -0.24 0.11 -0.13 -0.092
O -8.872664 2.072944 2.606945 -0.60 1.56 -1.84 -0.040
N -7.239055 1.451788 -4.261312 -1.23 0.37 0.59 0.018
C -4.203992 3.985104 -1.652074 -0.11 -0.14 -0.24 -0.177
C -6.222834 2.459283 -3.867126 1.22 0.12 -0.63 -0.288
C -6.041669 5.653000 1.965769 0.98 -0.71 1.86 -0.273
C 3.323028 2.154070 -1.911570 -0.87 1.21 0.12 -0.234
C 0.841695 2.889109 -1.961920 0.11 0.53 0.00 -0.233
C 8.622570 -3.689420 1.303597 -0.05 -0.18 0.39 -0.324
C -7.770257 3.140764 0.389854 1.15 -0.44 -2.91 0.033
C -5.661990 3.493206 -1.253807 -2.67 -0.81 0.20 -0.035
C -6.769278 0.047790 -4.474204 1.28 -1.57 -1.30 -0.314
C -10.250958 1.762814 2.189016 -0.59 -0.04 -1.30 -0.222
C -4.777270 -3.410013 1.080837 0.29 0.15 0.20 -0.321
C -8.492102 1.658430 -3.520562 -0.92 0.27 0.77 -0.295
C -6.570058 -0.745388 -1.906150 0.14 1.09 0.73 -0.097
C -1.650964 3.588628 -1.810467 -0.37 -1.18 0.68 -0.210
C -10.377056 0.275198 1.560736 0.47 0.46 0.57 -0.071
C 3.137580 1.179610 4.599840 -0.20 0.35 -0.11 -0.320
C -4.647476 -2.793100 2.452248 -0.05 -0.12 0.34 -0.087
C -6.293645 3.647496 0.179205 -1.79 -1.48 -2.63 -0.113
C -1.231619 -3.008347 4.245102 0.34 0.24 -0.01 -0.316
C 17.719526 -3.438694 2.022427 0.00 -0.01 0.16 -0.093
C 4.605659 -0.902300 1.580811 0.71 0.35 -0.59 -0.139
C -7.947328 -1.004454 -4.784374 0.27 0.87 -0.33 -0.060
C 5.412264 -1.242557 0.239189 0.14 0.46 -0.55 -0.250
C -6.515567 2.819684 -2.346455 -1.96 -0.05 1.57 0.019
C 5.218503 -0.135831 -0.933141 0.25 -0.18 0.44 -0.218
C 16.901132 -4.021508 0.887340 0.30 0.21 0.03 -0.315
C -5.431355 4.301670 1.353349 -0.09 0.87 -2.06 -0.655
C -5.968070 -3.328116 -7.707122 0.07 0.15 -0.05 -0.098
C 2.314454 3.374105 -1.521507 -0.25 -1.04 -1.01 -0.210
C 12.626486 -2.451554 1.799771 -0.12 0.01 0.16 -0.092
C -0.327939 3.284197 -0.934700 -0.10 0.64 -0.76 -0.205
C -5.530016 -4.775939 -7.608726 -0.39 0.12 0.05 -0.326
C 1.961630 1.805628 5.323695 -0.07 -0.03 0.15 -0.092
C -5.830479 -0.535474 -3.313330 -0.15 -1.04 0.32 -0.186
C -8.599676 2.460544 -0.764788 3.34 1.16 -1.21 0.069
C -7.965189 2.302548 -2.159418 1.68 1.98 3.22 -0.019
C 5.277254 1.375921 -0.402999 -0.21 0.89 -0.51 -0.218
C -0.374880 -2.419387 5.348250 0.03 0.00 0.17 -0.090
C 12.543974 -3.067042 0.416586 0.45 0.24 0.06 -0.328
C 4.857509 2.458960 -1.547896 -0.62 -1.54 0.07 -0.201
C -4.837235 6.465419 2.709427 -1.45 0.31 0.51 -0.134
C 7.948350 -5.020039 1.573463 -0.07 -0.13 -0.11 -0.089
C -3.014259 3.053723 -1.112993 0.18 0.33 -1.17 -0.189
B -8.561471 3.263756 1.818494 -0.40 -0.36 1.71 -0.566
H 6.540715 -1.308319 0.425764 -1.65 -0.12 0.07 0.092
H 18.123607 -4.229704 2.658516 0.03 0.08 -0.02 0.075
H 2.345132 3.598766 -0.400419 0.09 -0.21 -1.55 0.105
H 17.106291 -2.772316 2.634444 -0.01 -0.12 -0.03 0.075
H -7.037786 -5.322519 -6.506589 0.21 -0.03 0.04 0.081
H 17.512340 -4.680930 0.263417 -0.02 -0.14 0.12 0.110
H 8.282829 -5.778794 0.861849 -0.03 -0.02 0.08 0.075
H -0.966679 -1.748733 5.976451 -0.02 -0.12 -0.03 0.079
H -5.165411 -3.392815 3.205539 -0.01 0.04 0.01 0.077
H -1.547935 2.981714 -2.785046 -0.22 1.31 1.29 0.114
H -1.046322 -1.471401 3.064397 -0.16 -0.06 0.09 0.091
H -5.550531 -2.853543 -8.598354 -0.08 0.03 0.04 0.075
H -3.990573 5.083744 -1.361572 -0.60 -1.71 -0.19 0.126
H -1.756893 4.708006 -2.015066 0.31 -1.56 0.09 0.114
H 5.207901 -0.107444 2.145121 -1.03 -1.18 -0.61 0.077
H 0.442100 -1.825263 4.928106 0.04 -0.12 -0.01 0.066
H -3.210448 1.998875 -1.538817 0.28 1.47 1.10 0.122
H 8.382278 -3.336000 0.298669 -0.01 0.14 0.16 0.112
H 2.644711 1.887618 2.855409 0.03 -0.19 0.07 0.084
H -0.528631 2.485378 -0.132884 0.36 1.12 -1.26 0.113
H 1.718669 2.782209 4.894761 0.09 0.01 0.09 0.074
H -11.039260 -0.346929 2.259438 1.07 0.67 -1.24 0.079
H 6.862313 -4.921206 1.499692 0.10 0.03 -0.08 0.075
H 4.247270 -0.412772 -1.467000 1.18 0.80 0.70 0.099
H -5.828129 -3.475399 0.790006 0.14 0.08 -0.23 0.106
H -6.114044 0.068805 -5.427037 -0.99 0.10 1.47 0.149
H 16.061177 -4.598883 1.278996 -0.04 0.13 -0.16 0.112
H -4.415783 7.296086 2.055097 -0.28 -1.31 0.80 0.073
H -5.498117 -1.585084 -3.664915 -0.47 1.71 0.29 0.116
H -10.998596 1.965040 3.027418 1.21 -0.38 -0.99 0.134
H 4.966254 3.537290 -1.167191 -0.02 -1.65 -0.63 0.108
H 6.340763 1.636733 -0.056703 -1.51 -0.59 -0.29 0.115
H -9.463989 4.981764 1.611148 0.86 -0.01 0.98 0.121
H 0.572746 3.394913 -2.965091 0.53 -0.79 1.52 0.110
H -10.538991 2.481404 1.325021 0.18 -0.88 1.36 0.106
H 3.167451 1.977817 -3.036816 0.34 0.15 1.62 0.116
H -4.350335 -4.417853 1.050841 -0.13 -0.09 0.09 0.107
H -2.907523 3.041075 0.022625 -0.35 -0.05 -1.49 0.093
H 2.888929 1.236723 -1.361736 0.97 1.33 -0.82 0.100
H 9.710369 -3.777593 1.387685 0.02 -0.11 -0.17 0.087
H 18.549610 -2.841440 1.633969 0.03 -0.12 0.01 0.073
H 8.169131 -5.367084 2.587262 0.09 -0.03 -0.07 0.073
H 12.207177 -1.442239 1.795709 -0.05 -0.12 -0.04 0.080
H -10.792154 0.287860 0.493116 0.36 0.03 1.65 0.073
H 2.180425 1.933556 6.386545 -0.06 0.05 -0.04 0.075
H 8.393898 -3.029299 3.119725 -0.06 0.10 -0.18 0.082
H -7.059009 -3.256047 -7.748434 0.04 -0.01 -0.12 0.072
H -8.644288 -1.073248 -3.885723 0.82 -0.11 -1.39 0.073
H 5.053010 -2.232903 -0.196617 0.58 1.16 0.61 0.098
H 12.973162 -4.074716 0.409629 -0.14 -0.11 0.11 0.108
H -5.068216 -1.785307 2.450239 -0.06 -0.06 0.00 0.080
H 17.123857 -2.477460 -0.277566 -0.21 -0.07 0.04 0.090
H -4.395015 4.580065 0.926978 -1.70 -0.70 0.59 0.069
H -3.169076 -2.551275 0.401481 -0.22 0.02 -0.01 0.080
H -3.596247 -2.701584 2.738459 -0.27 -0.07 -0.07 0.037
H -0.031920 4.269215 -0.408636 -0.39 -1.62 -0.64 0.112
H 4.538575 1.575473 0.463732 1.25 -0.56 -1.20 0.101
H 0.889384 1.764658 -2.182589 -0.36 1.51 0.49 0.109
H -5.644754 -2.768879 -6.825127 0.07 -0.06 -0.08 0.065
H -4.442080 -4.842862 -7.545742 -0.12 -0.12 0.13 0.113
H 0.049940 -3.206889 5.975225 0.03 0.07 -0.02 0.075
H 11.504317 -3.133395 0.089396 0.14 0.07 -0.13 0.095
H 6.061395 -0.252694 -1.706101 -1.20 0.07 1.08 0.112
H 13.668199 -2.363214 2.122022 -0.04 -0.12 0.00 0.066
H -8.511902 -0.623075 -5.709837 0.63 -0.64 1.52 0.096
H -6.576404 6.319864 1.210984 0.72 -1.18 0.88 0.125
H 4.030615 1.806181 4.690567 0.04 -0.06 0.19 0.110
H -4.049507 5.762735 3.144735 -0.98 0.99 -0.86 0.049
H 1.070608 1.181030 5.219489 0.10 -0.02 0.05 0.069
H -2.058406 -3.582552 4.668542 -0.05 0.13 -0.16 0.114
H -9.655374 2.073084 -0.586683 1.68 0.67 -0.21 0.096
H -4.860537 0.054046 -3.153456 -1.48 -0.59 -0.38 0.108
H 3.363155 0.195839 5.016559 0.01 0.02 -0.21 0.113
H -7.713436 -0.592486 -1.969746 1.79 -0.48 0.02 0.072
H -0.641925 -3.672265 3.604996 0.01 -0.15 0.13 0.111
H -5.860846 -5.344701 -8.483638 0.14 0.08 -0.13 0.107
H -7.483883 -2.028571 -5.041149 -0.67 1.67 0.59 0.084
H -5.347246 6.973676 3.613852 1.02 -0.62 -1.39 0.080
H -6.199629 0.084193 -1.194293 -0.66 -1.28 -0.96 0.076
H 12.082764 -3.056694 2.530039 0.05 0.05 0.04 0.067
H -9.314263 -0.148426 1.488529 -1.60 0.46 0.28 0.092
H -6.316501 -1.732737 -1.381941 -0.42 1.37 -1.03 0.071
H 4.484151 -1.826993 2.234758 0.15 1.25 -0.84 0.074
H 3.589287 -0.445019 1.338180 1.33 -0.79 0.39 0.063
H -6.739651 5.330547 2.826578 0.74 0.73 -1.72 0.089
H 5.478403 2.272184 -2.497948 -0.68 0.54 1.52 0.107
H 2.556437 4.301828 -2.158767 -0.11 -1.25 1.31 0.114
H 14.169807 -2.217460 -0.225860 -0.01 -0.12 -0.11 0.052
H -4.138358 3.964025 -2.803640 -0.22 -0.01 1.78 0.114


(2)
61
Properties=species:S:1:pos:R:3:forces:R:3:lowdin_charge:R:1 method="wB97M-V/def2-TZVPD" energy_ha=-1475.5751 orbital_gap_ev=7.36 e_lumo_ha=-0.004
O 0.858777 0.941684 1.735681 -3.04 -1.10 0.34 0.043
O 2.475348 -0.592125 -3.411258 5.38 -0.60 -9.10 0.314
O 1.118300 -0.598951 -1.616304 4.47 2.33 -4.37 -0.049
O 2.922450 0.697337 2.131653 -0.52 -1.67 1.89 0.035
O 3.442312 -2.021758 -1.325168 -0.59 -1.69 -2.04 0.134
O -3.637319 1.524449 0.476477 -3.44 4.39 -0.11 0.141
N 3.683446 0.105884 -0.613895 6.14 -4.06 12.97 0.127
C -5.993192 1.132577 -0.105761 -1.62 1.72 -7.25 -0.097
C -4.891401 -1.688858 -0.647780 -3.58 -7.65 -1.20 -0.224
C -0.427980 -1.148458 0.850267 -8.66 8.14 1.21 -0.064
C 0.619795 -1.881861 1.041213 6.41 -5.43 -2.56 -0.198
C -2.565527 0.894620 0.704556 -1.08 -5.96 -3.66 -0.293
C 1.798244 -1.397337 1.404737 1.04 3.63 6.32 -0.074
C -1.373653 1.312725 0.976208 4.85 6.01 3.54 -0.180
C -1.744041 -1.471864 0.417343 2.22 3.38 -0.37 0.072
C 3.609171 3.205372 -0.868746 -11.30 -4.86 11.61 -0.158
C 2.777312 4.388463 -0.337084 0.26 0.72 -0.83 -0.118
C 1.856928 0.064169 2.088215 1.37 0.93 -5.54 -0.280
C -6.212794 -1.331191 -1.367835 1.01 2.83 6.29 -0.143
C -4.594189 0.791270 -0.107119 0.93 -6.54 0.88 -0.212
C -2.637365 -0.400246 0.172358 -4.08 -3.43 0.45 -0.008
C -4.143117 -0.601114 -0.308679 5.01 9.06 3.20 -0.071
C 4.184514 -1.569001 0.960540 -2.42 -11.45 -5.78 -0.034
C -0.428541 0.460905 1.334104 4.72 -6.72 -1.54 -0.011
C 2.512458 2.010523 -1.312410 0.68 0.44 1.00 -0.046
C 2.269030 -0.155523 -2.360612 -11.41 -2.10 14.11 -0.487
C -1.025412 2.771424 1.432874 -4.02 0.74 -1.42 0.021
C 3.696785 -1.230530 -0.490287 2.55 0.11 5.22 -0.471
C -6.903236 -0.203479 -0.481608 1.26 3.22 -1.52 -0.140
C 3.058835 -2.122573 1.837525 -2.38 -1.51 -4.87 -0.126
C 0.808867 -3.294701 0.327029 -3.26 5.35 -2.00 0.039
C 3.042324 0.593616 -1.494656 0.29 10.87 -15.35 -0.484
H -7.808083 0.138602 -1.089299 0.94 -0.33 1.52 0.124
H -0.531081 2.629105 2.366370 0.67 0.71 0.40 0.055
H 3.889649 0.695326 0.277406 -0.67 -1.60 -1.97 0.200
H -1.984201 -2.386043 -0.000459 -0.36 -1.94 -0.55 0.089
H -6.016197 1.710366 -1.300039 -0.22 -0.84 3.11 0.181
H 3.889207 0.820153 -2.486262 -0.61 0.25 1.38 0.205
H 2.690466 -3.194130 1.669837 1.69 1.14 0.09 0.134
H -5.847815 -0.844095 -2.151218 0.21 1.49 -4.45 0.068
H 3.333409 -2.040169 2.804163 0.39 0.61 3.36 0.080
H 4.057143 3.339487 -1.607992 7.67 2.53 -11.15 -0.027
H 2.183737 4.701385 -1.326170 0.49 -0.06 2.84 0.111
H 4.069638 2.849949 0.023089 1.33 -0.58 0.14 0.092
H -0.502200 3.417639 0.632447 -0.73 -1.16 1.51 0.104
H 1.742171 -1.050707 -3.662477 -3.60 -2.65 -1.47 0.128
H -7.006643 -0.341911 0.549134 -1.49 -2.07 1.37 0.076
H 0.519134 -3.882921 1.015195 -1.28 -5.04 5.26 0.015
H -5.285914 -2.413123 0.208051 1.33 1.55 -0.89 0.163
H 4.926722 -2.800901 0.664251 -1.54 4.07 1.06 0.229
H 4.685700 -0.883038 1.352988 4.49 5.55 3.43 0.002
H -4.387747 -2.473657 -1.339809 -0.23 1.34 1.02 0.146
H -6.479681 1.913755 0.498493 0.56 -0.77 0.29 0.111
H -0.003082 -3.465701 -0.361268 -0.14 0.47 -0.83 0.088
H 1.844743 2.317273 -2.101689 0.43 0.26 -0.95 0.119
H 2.223180 4.175559 0.718797 0.95 0.42 -3.05 0.123
H 1.677632 -3.546926 -0.119257 2.95 -0.19 -1.16 0.048
H -2.144182 3.215719 1.670326 3.00 -0.51 -0.59 0.133
H -7.019607 -1.956941 -1.286387 -1.16 -2.60 -1.19 0.084
H 3.594232 5.145722 -0.136056 -1.34 -0.18 -0.10 0.069
H 1.763556 1.670365 -0.640617 -0.91 1.06 2.05 0.090


(3)
12
Properties=species:S:1:pos:R:3:forces:R:3:lowdin_charge:R:1 method="wB97M-V/def2-TZVPD" energy_ha=-306.3396 orbital_gap_ev=9.74 e_lumo_ha=0.032
O -0.740130 0.666399 0.861853 0.00 -0.02 -0.04 -0.120
O -1.371567 -0.125045 -1.485904 -0.40 -0.20 0.22 0.008
C -0.478109 -0.725498 0.571366 -0.26 -0.32 -0.18 -0.306
C 0.916455 -0.427822 0.007693 0.30 -0.21 -0.27 -0.100
C -0.881414 -1.148833 -0.825327 -1.10 -0.20 0.17 -0.062
C 0.557891 1.035221 0.345520 0.27 0.12 -0.20 -0.139
H 1.156819 1.493765 1.140205 -0.01 -0.19 -0.19 0.123
H -1.564447 0.610447 -0.852219 0.13 0.03 -0.06 0.110
H 0.803350 -0.825477 -1.051129 1.00 0.92 0.36 0.100
H 1.827056 -0.887083 0.381346 -0.15 0.07 0.38 0.119
H 0.473114 1.731148 -0.496724 0.08 -0.11 0.09 0.120
H -0.699018 -1.397222 1.403318 0.13 0.11 -0.26 0.147